No. 1
Formula: C9H11O3
Source: the Open Molecules 2025 dataset
Level of theory: wB97M-V/def2-TZVPD

XYZ file:
```
23
Properties=species:S:1:pos:R:3:mulliken_charge:R:1
C -3.87 0.88 -2.21 -1.373
C -0.49 0.85 -0.54 -0.241
C -0.91 0.53 0.75 0.132
C -1.48 1.06 -1.51 -0.589
C -2.79 0.80 -1.17 0.674
C -2.17 0.02 1.04 -0.528
C -3.11 0.15 0.02 -0.352
O 0.08 0.58 1.70 -0.529
H 0.58 0.95 -0.71 0.481
H -1.15 1.58 -2.40 0.326
H -2.35 -0.36 2.04 0.419
H 0.50 -0.26 1.96 0.296
H -4.61 0.06 -2.24 0.337
H -3.56 0.88 -3.26 0.354
H -4.11 -0.24 0.15 0.302
H -4.58 1.70 -1.99 0.279
C 4.58 -1.81 0.36 -0.953
C 3.28 -0.99 0.47 0.645
O 2.94 -0.24 -0.46 -0.690
O 2.64 -1.17 1.56 -0.750
H 5.22 -1.49 1.18 0.224
H 4.96 -1.67 -0.66 0.286
H 4.37 -2.86 0.57 0.250
```

## Properties
- ΔE to the lowest compared entry with this formula, charge and spin (kJ/mol) = 117.3
- gap between HOMO and LUMO (eV) = 7.303
- charge = -1
- HOMO energy (eV) = -4.14



No. 2
Formula: C5H13NO
Source: the Open Molecules 2025 dataset
Level of theory: wB97M-V/def2-TZVPD

XYZ file:
```
20
Properties=species:S:1:pos:R:3:mulliken_charge:R:1
N -0.76 -2.22 -1.51 -0.613
C -1.79 -1.43 -0.84 -0.709
C -1.27 -0.03 -0.45 -0.541
C -0.13 -0.13 0.55 -0.445
C 0.40 1.22 1.04 -0.640
C 1.76 1.59 0.38 -0.764
O 2.82 0.70 0.66 -0.498
H -0.11 -2.70 -0.90 0.285
H -0.23 -1.62 -2.12 0.231
H -2.64 -1.30 -1.49 0.316
H -2.04 -1.94 0.10 0.377
H -0.97 0.48 -1.35 0.293
H -2.12 0.46 0.05 0.319
H -0.41 -0.70 1.43 0.330
H 0.69 -0.65 0.05 0.293
H -0.20 2.07 0.70 0.335
H 0.52 1.27 2.12 0.400
H 1.57 1.58 -0.68 0.343
H 1.98 2.63 0.61 0.356
H 2.93 0.71 1.62 0.333
```

## Properties
- ΔE to the lowest compared entry with this formula, charge and spin (kJ/mol) = 104.2
- gap between HOMO and LUMO (eV) = 9.945
- charge = 0
- structure (SMILES) = NCCCCCO
- HOMO energy (eV) = -9.00



Number 1: LUMO level 3.16 eV. Number 2: LUMO level 0.94 eV.